No. 1
The following is a quantum chemistry calculation of 2 unconnected molecules or ions with the total composition C3H9O2P in a non-equilibrium geometry, from OMol25.

As for the total energy: -16634.3000 eV. The LUMO energy (spin up / spin down) comes out at -0.3313 / -0.0018 eV. Its energy above the lowest of the compared OMol25 structures with the same formula, charge and spin is 6.720 eV. The spin multiplicity is 1. For the gap between HOMO and LUMO (spin up / spin down), the calculation gives 0.3211 / 0.2765 Ha.

```
15
C3H9O2P, DFT wB97M-V/def2-TZVPD
C -0.922 0.243 -1.721
C 2.355 -1.620 0.716
C -0.204 1.390 0.853
O -2.445 0.044 0.455
O -1.982 -1.322 0.729
P -0.915 -0.164 0.023
H -1.737 0.867 -1.811
H 0.033 0.723 -1.904
H 2.779 -0.572 0.963
H 1.607 -2.017 1.414
H 2.433 -1.911 -0.328
H -0.721 2.281 0.510
H -0.211 1.251 1.969
H 0.886 1.342 0.642
H -0.957 -0.534 -2.511
```

No. 2
The following is a quantum chemistry calculation of 2 unconnected molecules or ions with the total composition C3H9O2PS in a non-equilibrium geometry, from OMol25.

As for the total energy: -27476.0129 eV. The LUMO energy comes out at 0.0996 eV. Its energy above the lowest of the compared OMol25 structures with the same formula, charge and spin is 0.916 eV. The spin multiplicity is 1. For the gap between HOMO and LUMO, the calculation gives 0.3032 Ha. Its structure (SMILES) is CP(C)(=O)O.C=S.

```
16
C3H9O2PS, DFT wB97M-V/def2-TZVPD
C 1.150 0.802 0.838
P 0.604 -0.070 -0.671
C 1.310 -1.736 -0.393
O -0.786 -0.015 -1.113
O 1.589 0.356 -1.845
H 0.831 1.775 0.917
H 0.666 0.184 1.774
H 2.199 0.711 1.038
H 2.347 -1.525 -0.048
H 0.823 -2.445 0.264
H 1.481 -2.062 -1.439
H 1.424 0.139 -2.722
C -3.397 0.366 0.372
S -2.185 0.849 1.269
H -4.410 0.667 0.591
H -3.391 -0.313 -0.508
```

No. 3
The following is a quantum chemistry calculation of 2 unconnected molecules or ions with the total composition C3H9O2PS3 in a non-equilibrium geometry, from OMol25.

As for the total energy: -49146.9908 eV. The LUMO energy comes out at -0.7590 eV. Its energy above the lowest of the compared OMol25 structures with the same formula, charge and spin is 0.723 eV. The spin multiplicity is 1. For the gap between HOMO and LUMO, the calculation gives 0.2843 Ha.

```
18
C3H9O2PS3, DFT wB97M-V/def2-TZVPD
C -2.579 -0.555 0.639
C -1.670 -0.218 -0.438
C -0.050 1.860 -1.233
O 3.683 -0.393 0.396
O 1.582 -1.158 1.551
P 2.141 -0.440 0.210
S 1.654 -1.459 -1.361
S -1.503 1.675 -0.521
S 1.732 1.574 0.557
H -3.660 -0.368 0.374
H -2.610 -1.722 0.697
H -2.273 -0.228 1.621
H -2.002 -0.393 -1.491
H -0.694 -0.407 -0.289
H 0.146 2.929 -1.491
H 0.600 1.165 -1.704
H 4.136 -1.249 0.121
H 1.369 -0.613 2.361
```

No. 4
The following is a quantum chemistry calculation of 2 unconnected molecules or ions with the total composition C3H9O2S in a non-equilibrium geometry, from OMol25.

As for the total energy: -18187.4500 eV. The LUMO energy comes out at 3.1743 eV. Its net charge is -1. Its energy above the lowest of the compared OMol25 structures with the same formula, charge and spin is 0.472 eV. The spin multiplicity is 1. For the gap between HOMO and LUMO, the calculation gives 0.2399 Ha.

```
15
C3H9O2S, DFT wB97M-V/def2-TZVPD
C -0.864 0.001 -0.174
O -0.370 1.204 -0.599
C 0.249 -1.084 -0.017
C 1.438 -0.503 0.760
S 3.002 -1.412 0.536
H -1.452 0.093 0.748
H -1.522 -0.476 -0.921
H 0.610 -1.252 -1.035
H -0.139 -1.954 0.520
H 1.551 0.545 0.445
H 1.220 -0.475 1.820
H 3.464 -1.282 1.787
H -2.919 2.643 -0.914
H -1.726 1.752 -1.266
O -2.542 2.200 -1.688
```

No. 5
The following is a quantum chemistry calculation of 2 unconnected molecules or ions with the total composition C3H9O3 in a non-equilibrium geometry, from OMol25.

As for the total energy: -9399.4326 eV. The LUMO energy comes out at 3.7745 eV. Its net charge is -1. Its energy above the lowest of the compared OMol25 structures with the same formula, charge and spin is 0.295 eV. The spin multiplicity is 1. For the gap between HOMO and LUMO, the calculation gives 0.2572 Ha.

```
15
C3H9O3, DFT wB97M-V/def2-TZVPD
C 0.562 -0.369 -0.464
O 1.253 0.403 0.364
C -0.875 -0.764 0.058
C -1.415 0.362 0.912
O -2.800 0.167 1.285
H 0.361 0.026 -1.504
H 1.032 -1.339 -0.730
H -0.785 -1.665 0.684
H -1.554 -0.960 -0.773
H -0.917 0.496 1.862
H -1.337 1.284 0.333
H -3.200 -0.330 0.566
H 3.469 1.393 -1.451
H 2.654 0.608 -0.337
O 3.553 0.690 -0.806
```

No. 6
The following is a quantum chemistry calculation of 2 unconnected molecules or ions with the total composition C3H9O3 in a non-equilibrium geometry, from OMol25.

As for the total energy: -9397.9969 eV. The LUMO energy comes out at 2.8366 eV. Its net charge is -1. Its energy above the lowest of the compared OMol25 structures with the same formula, charge and spin is 1.730 eV. The spin multiplicity is 1. For the gap between HOMO and LUMO, the calculation gives 0.1837 Ha.

```
15
C3H9O3, DFT wB97M-V/def2-TZVPD
C 0.473 -1.682 0.066
C 1.926 -1.286 -0.102
O 2.482 -1.362 -1.392
C -0.050 -1.862 1.547
O -1.315 -1.601 1.876
H -0.165 -0.838 -0.191
H 0.186 -2.486 -0.651
H 2.568 -1.883 0.586
H 1.851 -0.239 0.175
H 2.497 -2.247 -1.770
H 0.624 -1.275 2.336
H 0.196 -2.955 1.718
H -2.321 6.052 -1.695
H -3.489 6.195 -0.771
O -3.153 6.533 -1.603
```

Copy entry 4 word for word.
The following is a quantum chemistry calculation of 2 unconnected molecules or ions with the total composition C3H9O2S in a non-equilibrium geometry, from OMol25.

As for the total energy: -18187.4500 eV. The LUMO energy comes out at 3.1743 eV. Its net charge is -1. Its energy above the lowest of the compared OMol25 structures with the same formula, charge and spin is 0.472 eV. The spin multiplicity is 1. For the gap between HOMO and LUMO, the calculation gives 0.2399 Ha.

```
15
C3H9O2S, DFT wB97M-V/def2-TZVPD
C -0.864 0.001 -0.174
O -0.370 1.204 -0.599
C 0.249 -1.084 -0.017
C 1.438 -0.503 0.760
S 3.002 -1.412 0.536
H -1.452 0.093 0.748
H -1.522 -0.476 -0.921
H 0.610 -1.252 -1.035
H -0.139 -1.954 0.520
H 1.551 0.545 0.445
H 1.220 -0.475 1.820
H 3.464 -1.282 1.787
H -2.919 2.643 -0.914
H -1.726 1.752 -1.266
O -2.542 2.200 -1.688
```